Record 1
88
Properties=species:S:1:pos:R:3 method="wB97M-V/def2-TZVPD" homo_lumo_gap_ev=6.95 spin_multiplicity=1 homo_ev=-4.6 total_charge=-1
Be -0.10732 -0.31501 0.54755
C 3.60640 -0.73035 -0.57464
N 2.80867 0.19340 0.21115
C 3.13384 1.54824 -0.17749
C 2.97311 -0.01885 1.64302
C 1.76423 0.15698 2.56862
C 2.09688 0.45723 3.89087
C 1.13630 0.50758 4.88994
C -0.18281 0.22767 4.56582
C -0.50853 -0.07222 3.24941
C 0.42532 -0.09387 2.20180
H 4.69025 -0.57714 -0.42203
H 3.38945 -0.58579 -1.63506
H 3.36116 -1.75961 -0.32305
H 4.18365 1.80194 0.05870
H 2.49414 2.25509 0.33372
H 2.98089 1.67754 -1.24992
H 3.78628 0.62287 2.01922
H 3.31590 -1.04826 1.78715
H 3.13646 0.64818 4.14372
H 1.41920 0.75049 5.90754
H -0.95310 0.24180 5.32825
H -1.54504 -0.31688 3.03146
Te -2.87992 2.45903 1.60508
C -4.53221 3.52942 0.83733
C -4.66802 3.83609 -0.50775
C -5.80361 4.50898 -0.93366
N -6.79796 4.89189 -0.12910
C -6.65250 4.59601 1.16399
C -5.55765 3.92776 1.68888
C -2.15498 1.84149 -0.32334
P -2.25538 0.01371 -0.33352
C -3.97094 -0.41416 0.13572
C -5.03464 0.28257 -0.43248
C -6.33570 0.01424 -0.03925
C -6.58625 -0.96692 0.91377
C -5.53211 -1.67840 1.46719
C -4.22517 -1.40095 1.08218
C -2.28141 -0.45459 -2.11224
C -1.94795 -1.75519 -2.48012
C -1.94996 -2.13165 -3.81649
C -2.27529 -1.20292 -4.79695
C -2.59883 0.09939 -4.43550
C -2.59872 0.47224 -3.09876
P -0.32130 1.97519 -0.31402
C 0.14771 2.03528 -2.10507
C -0.06098 3.12297 -2.95393
C 0.20680 3.02647 -4.31144
C 0.68640 1.83735 -4.84802
C 0.91567 0.75454 -4.01370
C 0.65775 0.85860 -2.65170
C -0.04084 3.69689 0.27927
C 0.91123 3.99095 1.25057
C 1.06618 5.28752 1.72911
C 0.25722 6.30567 1.25283
C -0.72805 6.01700 0.31624
C -0.88270 4.72417 -0.15507
H -3.91137 3.51112 -1.21489
H -5.92686 4.74979 -1.98525
H -7.46680 4.89807 1.81521
H -5.51928 3.70688 2.74977
H -4.83734 1.05433 -1.16633
H -7.15394 0.58051 -0.46756
H -7.60330 -1.17106 1.22616
H -5.72123 -2.44292 2.21056
H -3.40323 -1.93778 1.53689
H -1.67264 -2.47251 -1.71510
H -1.68411 -3.14454 -4.09327
H -2.26595 -1.49012 -5.84144
H -2.83571 0.83074 -5.19905
H -2.80686 1.49626 -2.80596
H -0.43026 4.05858 -2.55956
H 0.03615 3.88147 -4.95482
H 0.87656 1.75789 -5.91150
H 1.28790 -0.17903 -4.41810
H 0.83941 0.00432 -2.00428
H 1.49817 3.19705 1.69097
H 1.80711 5.49274 2.49164
H 0.37800 7.31642 1.62274
H -1.39967 6.79539 -0.02462
H -1.68956 4.48535 -0.83645
O 0.42987 -1.54238 -0.33969
N 1.07401 -2.63747 -0.12069
C 0.70032 -3.39432 0.86552
C 1.46801 -4.60032 1.06798
N 2.06414 -5.56613 1.24908
C -0.46786 -3.21120 1.69103
N -1.44470 -3.15964 2.29413

Record 2
57
Properties=species:S:1:pos:R:3 method="wB97M-V/def2-TZVPD" homo_lumo_gap_ev="6.10 / 5.91" spin_multiplicity=3 relative_energy_kcal_mol=199.9 homo_ev="-4.3 / -4.2" total_charge=-1
V -0.30634 0.38833 -0.80695
O -1.85700 -0.43580 -0.32534
C -3.58055 -2.28776 -0.01182
C -3.65477 -0.39107 -2.24329
N -3.18300 0.90197 -2.25362
C -2.50394 1.48844 -3.38475
C -0.95251 1.56425 -3.47119
O -0.51412 2.28320 -4.34883
O -0.22432 0.85071 -2.66999
C -3.56490 1.76941 -1.15190
C -2.45675 2.39975 -0.30142
O -2.81649 3.03384 0.67930
O -1.24964 2.26633 -0.72811
H -1.51809 -1.23751 -2.33206
H -3.94396 -3.21276 -0.52286
H -2.91861 -2.58256 -2.31381
H -4.56831 -0.52828 -1.66719
H -3.66848 -0.85358 -3.23635
H -2.85434 2.51637 -3.50222
H -2.81274 0.95185 -4.28903
H -4.20050 1.20898 -0.47029
H -4.14927 2.61579 -1.53502
Cl -2.44125 -1.69688 -1.38001
C -1.03205 -2.91262 -0.87128
C -1.31715 -4.25922 -0.85443
C -0.30822 -5.18136 -0.60791
C 0.98285 -4.73048 -0.37758
C 1.25804 -3.37644 -0.42086
Cl 2.89187 -2.84328 -0.13766
C 0.27164 -2.41245 -0.69482
N 0.54574 -1.07602 -0.80496
H -2.33318 -4.59809 -1.02165
H -0.52259 -6.24221 -0.58847
H 1.78520 -5.42589 -0.16991
C -0.32432 -0.21071 3.53867
C -0.65448 -0.21648 2.19385
N -0.12521 0.66962 1.33593
C 0.73602 1.55934 1.79753
C 1.19307 1.58667 3.10507
C 0.61684 0.69578 3.99925
C 2.23687 2.52997 3.54463
C 3.42003 2.79938 2.98180
C 4.07418 2.17183 1.81612
C 5.38619 2.52005 1.50047
C 5.96742 1.88481 0.42019
N 5.32766 0.97524 -0.31097
C 4.07624 0.71787 0.06267
N 3.42857 1.26328 1.08401
H -0.79136 -0.92082 4.20613
H -1.36186 -0.91484 1.76582
H 1.09413 2.29346 1.08939
H 0.91782 0.69971 5.04098
H 2.01867 3.05934 4.46784
H 4.03752 3.54045 3.47821
H 5.92807 3.25593 2.07930
H 6.98572 2.11446 0.12364
H 3.52993 -0.02933 -0.50423

Record 3
18
Properties=species:S:1:pos:R:3 method="wB97M-V/def2-TZVPD" homo_lumo_gap_ev=9.55 spin_multiplicity=1 relative_energy_kcal_mol=108.6 homo_ev=-8.4
C -0.19692 -1.47151 1.64133
C 0.17741 -0.66984 -0.10931
C 1.67352 -0.60725 -0.10586
C -0.55614 0.62687 -0.17989
C -0.26913 1.91115 -0.85338
C -1.52618 1.15681 -1.18035
H -1.26530 -1.50612 1.94190
H 0.15381 -2.49224 1.48693
H 0.37822 -0.99628 2.46192
H -0.26940 -1.44455 -0.71234
H 2.04554 -0.31692 -1.09318
H 2.03843 0.13552 0.61264
H 2.09401 -1.57968 0.15495
H -0.54773 0.17890 0.91153
H -0.39764 2.84433 -0.31544
H 0.50209 1.94351 -1.61749
H -1.56036 0.69441 -2.16574
H -2.47424 1.59290 -0.87821

Record 4
9
Properties=species:S:1:pos:R:3 method="wB97M-V/def2-TZVPD" homo_lumo_gap_ev=7.98 spin_multiplicity=1 relative_energy_kcal_mol=66.7 homo_ev=-10.6
C 0.26928 -0.05390 0.19818
N 0.70131 0.91616 0.92999
N -0.17138 -1.47371 0.36097
O 1.22394 0.89980 2.00409
O 0.46723 2.02824 0.30214
O -1.03061 -1.84712 -0.40223
O 0.26781 -2.05224 1.30545
F -1.24041 0.41562 -3.17613
I -0.48717 1.16716 -1.52246